{
  "formula": "C20H46Cl2N6O6",
  "method": "the ωB97M-V functional and the def2-TZVPD basis",
  "species": ["C", "C", "O", "N", "C", "H", "H", "H", "H", "H", "H", "H", "C", "C", "O", "N", "C", "H", "H", "H", "H", "H", "H", "H", "C", "C", "O", "N", "C", "H", "H", "H", "H", "H", "H", "H", "C", "C", "O", "N", "C", "H", "H", "H", "H", "H", "H", "H", "C", "C", "O", "N", "C", "H", "H", "H", "H", "H", "H", "H", "C", "C", "O", "N", "C", "H", "H", "H", "H", "H", "H", "H", "Cl", "C", "C", "Cl", "H", "H", "H", "H"],
  "coordinates": [[7.825, -5.567, 2.572], [6.420, -5.814, 2.125], [5.758, -4.968, 1.473], [5.847, -6.913, 2.542], [4.537, -7.358, 2.064], [8.117, -5.937, 3.555], [8.075, -4.507, 2.517], [8.396, -6.111, 1.820], [6.415, -7.667, 2.902], [3.780, -6.631, 2.357], [4.227, -8.372, 2.314], [4.646, -7.225, 0.987], [-4.290, 5.733, 5.164], [-4.598, 4.339, 5.480], [-5.369, 3.680, 4.793], [-4.022, 3.911, 6.624], [-4.149, 2.613, 7.199], [-5.146, 6.354, 5.430], [-4.080, 5.703, 4.095], [-3.432, 6.109, 5.721], [-3.661, 4.652, 7.208], [-3.394, 2.459, 7.970], [-4.042, 1.863, 6.415], [-5.101, 2.539, 7.725], [-1.115, 5.821, -2.300], [0.158, 5.575, -1.610], [0.216, 5.645, -0.372], [1.229, 5.256, -2.327], [2.568, 4.869, -1.776], [-1.052, 6.757, -2.855], [-1.975, 5.802, -1.629], [-1.274, 5.005, -3.005], [1.171, 5.592, -3.278], [3.347, 5.619, -1.916], [2.839, 3.937, -2.272], [2.588, 4.573, -0.727], [0.077, -3.594, -11.680], [0.379, -3.445, -10.186], [0.395, -2.368, -9.668], [0.670, -4.550, -9.538], [1.216, -4.610, -8.191], [-0.184, -4.642, -11.825], [0.988, -3.459, -12.263], [-0.791, -3.021, -12.007], [0.350, -5.439, -9.894], [0.692, -5.343, -7.578], [0.967, -3.674, -7.691], [2.281, -4.815, -8.302], [7.572, -0.929, -3.824], [8.018, 0.121, -2.865], [8.597, 1.146, -3.292], [7.632, -0.094, -1.611], [8.060, 0.842, -0.556], [8.223, -1.211, -4.652], [6.599, -0.508, -4.075], [7.349, -1.897, -3.376], [7.077, -0.909, -1.395], [7.306, 0.982, 0.219], [8.054, 1.871, -0.915], [9.052, 0.595, -0.179], [-11.689, 2.875, 5.362], [-11.427, 1.365, 5.182], [-12.263, 0.590, 5.635], [-10.320, 0.949, 4.598], [-9.943, -0.453, 4.331], [-12.204, 3.197, 4.457], [-10.686, 3.292, 5.457], [-12.338, 3.154, 6.192], [-9.631, 1.674, 4.462], [-9.789, -0.939, 5.294], [-9.051, -0.538, 3.710], [-10.764, -1.031, 3.905], [-2.083, -1.164, 1.823], [-0.777, 0.069, 1.634], [0.455, -0.515, 0.949], [0.157, -1.084, -0.664], [-0.668, 0.520, 2.620], [-1.207, 0.850, 1.006], [0.859, -1.330, 1.550], [1.327, 0.133, 0.856]],
  "energy_ev": -67756.9438,
  "relative_energy_kcal_mol": 2.2,
  "homo_lumo_gap_ev": 9.40,
  "homo_ev": -9.08,
  "multiplicity": 1
}

***

{
  "formula": "C20H46Cl2O2P2Pb",
  "method": "the ωB97M-V functional and the def2-TZVPD basis",
  "species": ["Pb", "Cl", "P", "C", "C", "C", "C", "H", "C", "H", "H", "H", "H", "H", "H", "H", "C", "C", "H", "H", "H", "H", "H", "H", "C", "H", "C", "H", "H", "H", "H", "H", "H", "Cl", "H", "P", "C", "C", "C", "C", "H", "C", "H", "H", "H", "H", "H", "H", "H", "C", "C", "H", "H", "H", "H", "H", "H", "C", "H", "C", "H", "H", "H", "H", "H", "H", "C", "O", "C", "O", "H", "H", "H"],
  "coordinates": [[-0.199, 0.099, 0.046], [-0.652, -0.593, -2.505], [0.913, 2.525, -0.882], [-0.041, 3.337, -2.252], [1.125, 3.794, 0.470], [2.533, 2.085, -1.651], [-1.525, 2.964, -2.197], [0.366, 2.870, -3.168], [0.142, 4.858, -2.285], [-0.314, 5.315, -1.395], [-0.377, 5.257, -3.170], [1.194, 5.159, -2.344], [-1.656, 1.898, -2.415], [-2.064, 3.539, -2.960], [-1.973, 3.169, -1.218], [2.198, 1.392, -2.446], [3.475, 1.319, -0.708], [3.204, 3.308, -2.275], [2.647, 3.706, -3.129], [4.193, 3.017, -2.642], [3.349, 4.110, -1.536], [2.980, 0.872, 0.162], [4.284, 1.970, -0.358], [3.943, 0.503, -1.272], [-0.219, 4.011, 1.194], [1.373, 4.742, -0.044], [2.253, 3.434, 1.437], [-0.885, 4.637, 0.583], [-0.023, 4.554, 2.132], [-0.874, 3.019, 1.503], [2.063, 2.459, 1.911], [2.295, 4.205, 2.216], [3.235, 3.421, 0.949], [0.425, 0.511, 2.778], [1.473, -0.885, 0.107], [-1.059, -2.660, 0.218], [-0.242, -3.825, -0.970], [-0.827, -3.358, 1.934], [-2.853, -2.594, -0.260], [1.214, -3.442, -1.245], [-0.819, -3.655, -1.897], [-0.337, -5.288, -0.540], [0.325, -5.481, 0.315], [0.014, -5.910, -1.372], [-1.350, -5.616, -0.288], [1.263, -2.485, -1.769], [1.657, -4.213, -1.888], [1.810, -3.381, -0.327], [-2.807, -2.204, -1.294], [-3.681, -1.596, 0.583], [-3.448, -4.001, -0.265], [-3.007, -4.619, -1.054], [-4.529, -3.941, -0.454], [-3.298, -4.488, 0.711], [-3.088, -1.030, 1.315], [-4.484, -2.124, 1.118], [-4.149, -0.860, -0.082], [0.665, -3.325, 2.306], [-1.177, -4.403, 1.869], [-1.646, -2.632, 3.006], [1.277, -3.998, 1.695], [0.773, -3.649, 3.348], [1.076, -2.307, 2.224], [-1.336, -1.580, 3.094], [-1.461, -3.120, 3.973], [-2.724, -2.681, 2.824], [-2.063, 1.775, 4.105], [-2.751, 1.983, 2.836], [-2.159, 2.280, 1.703], [-2.682, 1.959, 0.641], [-2.733, 2.135, 4.890], [-1.105, 2.306, 4.095], [-1.887, 0.697, 4.195]],
  "energy_ev": -74448.0904,
  "homo_lumo_gap_ev": [3.80, 3.69],
  "homo_ev": [-6.56, -6.45],
  "multiplicity": 1
}